No. 1
The following is a quantum chemistry calculation of an isolated molecule of C16H23N3O3, from the OMol25 dataset.

Summary:
Charge: 0
Molar mass: 305.38 g mol⁻¹
Energy above the lowest of the compared OMol25 structures with the same formula, charge and spin: 191.2 kJ/mol
HOMO energy: -0.2809 Eh

Atoms and positions in Å:
1 C 2.565 -3.293 2.478
2 C 1.654 -2.569 3.461
3 O 0.511 -2.022 2.812
4 C 0.684 -0.839 2.186
5 O 1.747 -0.247 2.188
6 C -0.534 -0.409 1.535
7 C -1.741 -1.110 1.491
8 C -2.609 -0.324 0.738
9 C -1.914 0.838 0.341
10 C -2.792 1.630 -0.421
11 C -3.972 0.927 -0.454
12 N -3.878 -0.250 0.236
13 C -4.917 -1.221 0.419
14 N -0.650 0.778 0.826
15 C 0.339 1.810 0.656
16 C 0.424 2.292 -0.795
17 O 0.128 3.441 -1.067
18 N 0.806 1.403 -1.738
19 C 1.273 0.054 -1.486
20 C 2.720 -0.025 -0.993
21 C 0.778 1.840 -3.124
22 C 2.164 2.083 -3.713
23 H 3.386 -3.759 3.015
24 H 2.007 -4.059 1.944
25 H 2.970 -2.585 1.759
26 H 1.254 -3.258 4.207
27 H 2.205 -1.761 3.956
28 H -1.917 -2.058 1.957
29 H -2.594 2.578 -0.878
30 H -4.893 1.196 -0.935
31 H -4.605 -2.194 0.031
32 H -5.812 -0.899 -0.110
33 H -5.155 -1.335 1.481
34 H 0.055 2.691 1.246
35 H 1.300 1.445 1.016
36 H 0.620 -0.444 -0.766
37 H 1.189 -0.487 -2.432
38 H 3.070 -1.051 -1.078
39 H 3.369 0.613 -1.587
40 H 2.803 0.271 0.048
41 H 0.245 1.087 -3.715
42 H 0.209 2.772 -3.145
43 H 2.734 1.159 -3.780
44 H 2.709 2.794 -3.097
45 H 2.064 2.497 -4.713

No. 2
The following is a quantum chemistry calculation of an isolated molecule of C16H23N3O4, from the OMol25 dataset.

Summary:
Charge: 0
Molar mass: 321.38 g mol⁻¹
Energy above the lowest of the compared OMol25 structures with the same formula, charge and spin: 117.1 kJ/mol
HOMO energy: -0.3245 Eh

Atoms and positions in Å:
1 C 1.386 5.777 -2.243
2 O 0.358 4.880 -1.890
3 C 0.655 3.843 -1.066
4 C 1.914 3.576 -0.553
5 C 2.113 2.490 0.303
6 O 3.383 2.333 0.754
7 C 3.651 1.278 1.650
8 C 1.047 1.666 0.631
9 C -0.215 1.927 0.101
10 C -1.314 1.009 0.514
11 O -1.313 0.401 1.564
12 N -2.304 0.856 -0.413
13 N -3.417 0.050 -0.214
14 C -3.334 -1.335 -0.048
15 O -4.306 -1.948 0.332
16 N -2.170 -1.889 -0.455
17 C -1.881 -3.289 -0.209
18 C -0.734 -3.738 -1.115
19 C 0.597 -3.107 -0.707
20 C 0.906 -3.395 0.759
21 C -0.222 -2.898 1.659
22 C -1.542 -3.552 1.264
23 C -0.418 3.009 -0.738
24 H 1.804 6.272 -1.362
25 H 0.918 6.519 -2.887
26 H 2.187 5.272 -2.792
27 H 2.769 4.191 -0.778
28 H 4.709 1.361 1.893
29 H 3.059 1.369 2.565
30 H 3.461 0.304 1.189
31 H 1.151 0.826 1.298
32 H -2.247 1.318 -1.311
33 H -4.170 0.462 0.327
34 H -1.369 -1.287 -0.555
35 H -2.797 -3.835 -0.462
36 H -0.967 -3.484 -2.151
37 H -0.649 -4.824 -1.046
38 H 1.393 -3.505 -1.341
39 H 0.569 -2.026 -0.866
40 H 1.849 -2.919 1.040
41 H 1.025 -4.473 0.895
42 H 0.004 -3.138 2.700
43 H -0.316 -1.813 1.589
44 H -1.480 -4.631 1.418
45 H -2.353 -3.166 1.882
46 H -1.390 3.267 -1.126

No. 3
The following is a quantum chemistry calculation of an isolated molecule of C16H23N5O5S2, from the OMol25 dataset.

Summary:
Charge: 0
Molar mass: 429.52 g mol⁻¹
HOMO energy: -0.3168 Eh

Atoms and positions in Å:
1 C 0.469 1.751 4.459
2 C -0.242 2.133 3.166
3 C -0.643 0.907 2.346
4 N 0.517 0.187 1.881
5 C 1.072 -0.945 2.407
6 S 0.319 -1.889 3.680
7 C -0.516 -3.126 2.598
8 C -1.042 -2.383 1.380
9 O -2.054 -1.724 1.415
10 N -0.210 -2.485 0.308
11 C -0.223 -1.732 -0.872
12 C -1.217 -0.827 -1.211
13 C -1.110 -0.117 -2.392
14 S -2.380 1.075 -2.844
15 O -2.446 1.112 -4.276
16 O -3.570 0.779 -2.106
17 N -1.834 2.564 -2.342
18 C -1.804 2.756 -0.912
19 C -0.680 3.064 -3.046
20 C -0.040 -0.290 -3.241
21 C 0.964 -1.188 -2.911
22 C 0.885 -1.908 -1.730
23 O 1.823 -2.805 -1.296
24 C 2.939 -3.065 -2.118
25 N 2.147 -1.300 1.782
26 N 2.312 -0.372 0.806
27 C 1.313 0.567 0.812
28 O 1.153 1.491 0.049
29 H -0.166 1.115 5.070
30 H 1.392 1.212 4.254
31 H 0.718 2.642 5.030
32 H 0.403 2.769 2.556
33 H -1.149 2.693 3.395
34 H -1.218 1.209 1.469
35 H -1.244 0.221 2.947
36 H -1.339 -3.514 3.196
37 H 0.196 -3.912 2.357
38 H 0.612 -3.071 0.386
39 H -2.079 -0.688 -0.580
40 H -0.857 2.412 -0.483
41 H -1.931 3.817 -0.691
42 H -2.640 2.201 -0.495
43 H 0.253 2.651 -2.645
44 H -0.653 4.151 -2.959
45 H -0.794 2.792 -4.092
46 H -0.006 0.260 -4.167
47 H 1.798 -1.318 -3.581
48 H 3.535 -2.163 -2.284
49 H 2.635 -3.483 -3.081
50 H 3.535 -3.797 -1.576
51 H 3.095 -0.427 0.178

no.,electronic energy (eV)
1,-27578.368
2,-29625.968
3,-56324.082